# 1
Below is a molecular structure, C3H9CrO3 in a non-equilibrium geometry, with properties calculated with wB97M-V/def2-TZVPD.

- E (eV) = -37817.0969
- orbital gap (alpha / beta) (eV) = 6.17 / 9.03
- ⟨S²⟩ = 8.762
- F_max (eV/Å) = 3.22
- multiplicity = 6

```
16
C3H9CrO3, DFT wB97M-V/def2-TZVPD
Cr -0.380 -0.910 2.924
O 1.176 -1.752 3.599
H 1.134 -3.042 4.119
C -1.433 0.949 5.216
O -0.358 0.221 4.648
C 0.587 -0.273 5.598
C 1.702 -0.981 4.846
H -2.126 1.208 4.408
H -1.958 0.341 5.967
H -1.045 1.867 5.680
H 0.059 -0.971 6.269
H 0.982 0.575 6.179
H 2.420 -1.373 5.587
H 2.319 -0.195 4.366
O 1.291 -3.613 5.053
H 2.121 -4.069 4.896
```

=====

# 2
Below is 2 unconnected molecules or ions with the total composition C2H3Br2FSi in a non-equilibrium geometry, with properties calculated with wB97M-V/def2-TZVPD.

- E (eV) = -152802.2411
- orbital gap (alpha / beta) (eV) = 8.12 / 4.35
- F_max (eV/Å) = 2.32

```
9
C2H3Br2FSi, DFT wB97M-V/def2-TZVPD
C 1.113 0.463 -0.620
C 0.747 -0.359 0.351
F -1.266 -2.054 1.730
Si -1.039 -0.864 0.641
Br -1.180 3.273 -0.097
Br -2.598 -1.198 -0.903
H 2.115 0.696 -0.642
H 0.531 0.761 -1.462
H 1.576 -0.718 1.003
```

=====

# 3
Below is a molecular structure, C41H46AsBr4ClLuN2O3PS in a non-equilibrium geometry, with properties calculated with wB97M-V/def2-TZVPD.

- E (eV) = -459653.5226
- orbital gap (eV) = 6.91
- net charge = +2
- F_max (eV/Å) = 2.79

```
101
C41H46AsBr4ClLuN2O3PS, DFT wB97M-V/def2-TZVPD
Lu -0.952 -0.194 -0.657
Br 0.389 -4.245 -6.059
C -0.271 -2.863 -4.955
C -1.126 -1.897 -5.470
Br -1.639 -1.945 -7.288
C -1.611 -0.892 -4.629
Br -2.706 0.496 -5.310
C -1.284 -0.845 -3.279
O -1.788 0.060 -2.433
C -0.374 -1.805 -2.761
O -0.006 -1.703 -1.481
C 0.108 -2.792 -3.613
Br 1.324 -4.045 -2.889
Cl -2.753 1.718 -0.289
C -2.859 2.298 1.358
C -4.040 2.867 1.794
C -4.110 3.345 3.093
C -3.010 3.251 3.932
C -1.828 2.691 3.472
C -1.733 2.207 2.170
P -0.173 1.560 1.449
C 0.778 1.164 2.961
C 0.491 -0.083 3.519
C 1.142 -0.513 4.663
C 2.123 0.287 5.235
C 2.414 1.527 4.687
C 1.732 1.978 3.563
C 0.551 3.125 0.824
C 1.934 3.204 0.659
C 2.518 4.342 0.126
C 1.724 5.408 -0.272
C 0.349 5.338 -0.110
C -0.238 4.208 0.440
H -4.885 2.955 1.123
H -5.027 3.802 3.441
H -3.066 3.628 4.944
H -0.963 2.641 4.120
H -0.277 -0.693 3.053
H 0.895 -1.466 5.114
H 2.652 -0.048 6.117
H 3.173 2.154 5.134
H 1.927 2.969 3.179
H 2.564 2.377 0.962
H 3.594 4.390 0.015
H 2.178 6.291 -0.700
H -0.275 6.172 -0.404
H -1.310 4.190 0.580
C -5.880 -0.461 0.455
As -4.769 -1.277 -0.909
C -4.899 -0.227 -2.520
C -5.712 -2.924 -1.304
S -2.935 -1.823 0.020
H -6.923 -0.520 0.147
H -5.600 0.577 0.619
H -5.736 -1.021 1.376
H -5.874 0.258 -2.526
H -4.817 -0.907 -3.366
H -4.103 0.506 -2.586
H -6.715 -2.686 -1.656
H -5.777 -3.531 -0.403
H -5.181 -3.482 -2.073
C 7.318 0.907 -1.619
C 5.835 0.988 -1.796
C 4.979 0.145 -1.089
C 3.606 0.206 -1.230
C 2.779 -0.787 -0.460
C 3.050 1.168 -2.116
C 1.638 1.415 -2.244
O 0.726 1.048 -1.496
C 3.912 1.986 -2.889
C 3.389 2.988 -3.884
C 5.277 1.890 -2.698
H 7.583 0.448 -0.668
H 7.777 1.893 -1.682
H 7.749 0.295 -2.415
H 5.403 -0.585 -0.410
H 3.420 -1.598 -0.114
H 1.986 -1.205 -1.075
H 2.325 -0.324 0.422
H 1.343 2.020 -3.108
H 2.802 2.499 -4.663
H 4.217 3.505 -4.364
H 2.762 3.741 -3.404
H 5.936 2.531 -3.272
N -0.543 -5.646 2.159
C 0.413 -5.168 1.105
C -0.132 -3.881 0.497
N -0.369 -2.822 1.481
C -1.241 -3.312 2.548
C -0.731 -4.596 3.209
H -0.221 -6.521 2.573
H -1.443 -5.831 1.711
H 0.521 -5.932 0.337
H 1.379 -5.002 1.582
H -1.078 -4.084 -0.013
H 0.561 -3.528 -0.257
H 0.519 -2.513 1.869
H -2.228 -3.488 2.114
H -1.356 -2.553 3.321
H -1.435 -4.959 3.955
H 0.237 -4.428 3.681
```

=====

# 4
Below is 2 unconnected molecules or ions with the total composition C12H21BF3N2O4P in a non-equilibrium geometry, with properties calculated with wB97M-V/def2-TZVPD.

- E (eV) = -42066.1911
- orbital gap (eV) = 1.86
- F_max (eV/Å) = 5.68

```
44
C12H21BF3N2O4P, DFT wB97M-V/def2-TZVPD
C -5.230 2.330 2.885
C -3.967 1.418 2.463
P -3.124 2.216 0.927
C -3.852 1.447 -0.674
C -1.291 1.822 1.102
C -0.215 2.971 1.251
C 1.197 2.395 1.404
N 1.622 1.052 1.388
N 0.745 0.071 1.262
C -0.602 0.434 1.151
C -1.604 -0.839 1.060
B -1.186 -1.912 -0.086
O -0.325 -1.662 -1.202
O -1.769 -3.239 0.025
H -5.013 3.451 2.851
H -5.481 2.045 3.964
H -6.148 2.064 2.245
H -4.344 0.405 2.107
H -3.170 1.376 3.272
H -3.727 0.316 -0.725
H -3.378 1.903 -1.614
H -4.973 1.689 -0.707
H -0.488 4.076 1.273
H 2.032 3.172 1.555
H 2.630 0.814 1.486
H -2.691 -0.537 0.938
H -1.512 -1.359 2.082
H -0.739 -1.064 -1.859
H -2.746 -3.148 0.057
C 2.774 -1.001 -0.829
C 2.674 -2.255 -1.680
O 3.277 -2.124 -2.951
C 4.721 -2.286 -3.062
O 5.120 -3.406 -2.504
C 5.524 -1.026 -2.568
F 4.888 0.130 -2.913
F 6.742 -0.956 -3.157
F 5.737 -0.961 -1.235
H 2.632 -0.099 -1.432
H 2.025 -1.016 -0.032
H 3.749 -0.933 -0.344
H 1.616 -2.429 -1.882
H 3.022 -3.138 -1.135
H 4.850 -2.206 -4.156
```

=====

# 5
Below is a molecular structure, C16H33AlBrFN4O15P2S in a non-equilibrium geometry, with properties calculated with wB97M-V/def2-TZVPD.

- E (eV) = -162560.1993
- orbital gap (eV) = 2.74
- F_max (eV/Å) = 4.35

```
74
C16H33AlBrFN4O15P2S, DFT wB97M-V/def2-TZVPD
N 5.346 2.466 3.445
C 5.037 1.157 2.909
C 4.298 1.103 1.542
C 4.604 2.257 0.561
C 3.272 2.666 -0.128
O 2.841 3.928 0.423
P 1.852 3.718 1.643
O 2.455 2.977 2.760
O 1.510 5.202 2.111
O 0.474 3.062 1.168
P 0.388 1.359 1.430
O 0.146 1.019 2.987
O -0.807 0.748 0.505
H 4.676 3.160 3.129
H 6.273 2.742 3.145
H 5.995 0.584 2.824
H 4.369 0.668 3.640
H 3.237 0.956 1.734
H 4.631 0.165 1.025
H 5.317 1.978 -0.218
H 4.966 3.168 1.037
H 3.440 2.790 -1.199
H 2.533 1.867 -0.027
H 0.847 5.104 2.813
H -0.771 0.720 3.202
H -0.416 0.011 0.012
Al 6.127 -1.062 2.516
C -4.855 1.038 3.146
N -3.523 0.514 2.755
O -3.380 0.031 1.640
O -2.666 0.615 3.594
H -5.537 0.893 2.314
H -5.173 0.485 4.025
H -4.731 2.090 3.384
F -3.154 1.607 5.706
C 0.973 -2.126 4.661
N 2.148 -2.222 3.751
O 3.095 -1.479 3.965
O 2.098 -3.028 2.852
H 1.171 -1.364 5.405
H 0.112 -1.861 4.054
H 0.841 -3.100 5.124
C -2.763 2.703 -2.506
O -3.421 1.953 -1.824
O -1.605 3.121 -1.880
O -2.925 3.165 -3.733
H -1.787 2.640 -1.046
Br -1.598 4.648 -3.593
N -5.706 1.566 -8.309
C -6.026 0.713 -7.336
C -5.387 0.672 -6.106
C -4.354 1.564 -5.874
C -4.004 2.457 -6.873
C -4.711 2.417 -8.065
H -6.839 0.032 -7.563
H -5.692 -0.040 -5.351
H -3.830 1.562 -4.932
H -3.202 3.169 -6.731
H -4.474 3.099 -8.875
C 0.021 -6.606 -0.378
C 1.519 -6.329 -0.559
C 1.652 -5.083 -1.444
S 0.168 -4.109 -1.159
O -0.596 -4.065 -2.378
O 0.521 -2.918 -0.429
C -0.614 -5.261 -0.038
H -0.163 -7.342 0.404
H -0.398 -6.992 -1.310
H 1.974 -6.139 0.416
H 2.037 -7.180 -1.000
H 2.523 -4.488 -1.182
H 1.683 -5.341 -2.501
H -1.691 -5.240 -0.186
H -0.367 -4.952 0.977
```

=====

# 6
Below is a molecular structure, C16H14BeCl2F4N3 in a non-equilibrium geometry, with properties calculated with wB97M-V/def2-TZVPD.

- E (eV) = -57590.1657
- orbital gap (alpha / beta) (eV) = 6.35 / 6.06
- net charge = -1
- F_max (eV/Å) = 1.74

```
40
C16H14BeCl2F4N3, DFT wB97M-V/def2-TZVPD
Be -0.081 -0.681 0.515
C 1.943 -2.555 1.997
N 0.133 -3.178 0.243
C -2.055 -2.253 1.624
C -0.566 -3.325 -0.976
C -0.240 -2.038 -1.780
N -0.647 -0.861 -0.986
C -1.706 -0.131 -1.462
C -2.585 0.568 -0.601
F -2.380 0.503 0.725
C -3.665 1.305 -1.027
F -4.442 1.897 -0.102
C -3.982 1.435 -2.364
C -3.130 0.799 -3.239
F -3.345 0.922 -4.566
C -2.037 0.066 -2.828
F -1.236 -0.388 -3.820
H 2.200 -3.092 2.909
H 2.111 -3.216 1.159
H 2.406 -1.600 1.758
H -0.240 -3.623 2.473
H -2.521 -1.789 2.478
H -2.494 -2.549 0.684
H -0.132 -4.178 -1.516
H -1.653 -3.501 -0.943
H 0.846 -2.030 -1.891
H -0.667 -2.030 -2.776
H -4.828 2.011 -2.703
Cl 0.914 3.338 3.389
C 0.644 1.604 3.562
C 0.518 1.111 4.913
C 0.267 -0.115 5.410
C 0.032 -1.376 4.699
C -0.167 -1.459 3.403
Cl -0.179 -2.448 1.685
C 0.538 0.967 2.377
N 0.508 0.531 1.273
H 0.655 1.900 5.644
H 0.255 -0.181 6.494
H 0.038 -2.271 5.338
```

=====

> Which value of F_max does entry 3 give?

2.79 eV/Å

=====

> Which value of E does entry 5 give?

-162560.1993 eV